{"formula": "C28H66O17S8", "method": "wB97M-V/def2-TZVPD", "e_tot_ha": -5570.8154, "total_charge": 0, "elements": ["C", "C", "C", "O", "C", "O", "O", "H", "H", "H", "H", "H", "H", "C", "C", "C", "O", "C", "O", "O", "H", "H", "H", "H", "H", "H", "C", "C", "C", "O", "C", "O", "O", "H", "H", "H", "H", "H", "H", "C", "S", "O", "C", "H", "H", "H", "H", "H", "H", "C", "S", "O", "C", "H", "H", "H", "H", "H", "H", "C", "S", "O", "C", "H", "H", "H", "H", "H", "H", "C", "S", "O", "C", "H", "H", "H", "H", "H", "H", "C", "S", "O", "C", "H", "H", "H", "H", "H", "H", "C", "S", "O", "C", "H", "H", "H", "H", "H", "H", "C", "S", "O", "C", "H", "H", "H", "H", "H", "H", "C", "S", "O", "C", "H", "H", "H", "H", "H", "H"], "coordinates": [[-3.558685, -4.828746, -2.301101], [-2.701551, -3.562042, -2.270765], [-2.659731, -2.967016, -3.687201], [-3.011725, -1.600951, -3.511282], [-3.579909, -1.426224, -2.320716], [-4.299016, -0.538372, -1.984218], [-3.409995, -2.538338, -1.587872], [-2.922965, -5.634681, -2.676268], [-4.469250, -4.704969, -2.879932], [-3.818264, -5.137327, -1.286169], [-1.702259, -3.807023, -1.914867], [-3.384856, -3.410604, -4.368161], [-1.659256, -3.147379, -4.081774], [4.293214, 2.526841, -4.172063], [3.596047, 2.594113, -2.811043], [4.458970, 2.140673, -1.663096], [4.274548, 3.157557, -0.653702], [3.708851, 4.247736, -1.219824], [3.495034, 5.284683, -0.684952], [3.428596, 3.996246, -2.516947], [3.724574, 2.979196, -4.979357], [4.429576, 1.456774, -4.355570], [5.265186, 3.011373, -4.097662], [2.577096, 2.206105, -2.826633], [5.517210, 2.220875, -1.932906], [4.353733, 1.137783, -1.258375], [-4.100159, 3.191746, 1.637725], [-5.412654, 3.926129, 1.624412], [-6.135438, 3.901332, 2.967164], [-6.260803, 5.286234, 3.314404], [-5.968222, 6.052422, 2.249910], [-6.199299, 7.219532, 2.198468], [-5.320003, 5.326391, 1.325389], [-4.317695, 2.144084, 1.843418], [-3.371994, 3.560221, 2.369046], [-3.501292, 3.330341, 0.734430], [-6.068571, 3.585972, 0.819975], [-5.578204, 3.349809, 3.720597], [-7.131394, 3.475426, 2.848772], [2.389509, -1.657548, -3.773611], [1.841628, -3.363483, -3.747013], [0.625220, -3.430406, -2.836244], [1.273476, -3.436342, -5.447253], [2.721483, -1.234115, -2.828465], [1.529572, -1.004944, -3.969804], [3.181443, -1.463546, -4.492720], [0.522248, -2.676296, -5.651741], [0.931190, -4.441016, -5.700373], [2.117420, -3.349366, -6.137221], [-0.924564, 1.344981, 0.653126], [-0.054136, 0.734496, -0.836174], [1.367511, 1.249026, -0.851132], [0.026478, -1.049572, -0.476873], [-0.442769, 1.104788, 1.601612], [-1.841044, 0.743980, 0.602487], [-1.282998, 2.372938, 0.634322], [-0.985626, -1.422567, -0.277893], [0.566762, -1.274003, 0.444953], [0.333857, -1.605354, -1.362636], [-3.297741, 2.963521, 5.777750], [-2.836081, 1.266386, 5.399443], [-3.809309, 0.919117, 4.294150], [-1.205933, 1.658828, 4.643874], [-4.219246, 2.900710, 6.358255], [-3.512442, 3.523623, 4.871070], [-2.544392, 3.420898, 6.419455], [-1.256734, 2.224288, 3.715768], [-0.722900, 0.719245, 4.372596], [-0.658568, 2.088833, 5.482056], [2.533708, 2.531246, 2.189948], [2.708680, 0.943967, 3.086702], [1.344934, 0.293654, 3.108986], [3.711220, 0.266337, 1.724905], [3.421048, 3.168303, 2.142184], [1.854213, 3.162441, 2.766629], [2.207001, 2.358010, 1.165223], [4.633502, 0.838889, 1.810306], [3.233494, 0.346595, 0.748058], [3.848241, -0.796080, 1.930827], [-1.684336, 5.666368, -3.372954], [-1.724087, 4.226541, -2.276557], [-2.654364, 4.570658, -1.158389], [-0.018341, 4.447000, -1.607313], [-1.504275, 6.584756, -2.820386], [-2.642465, 5.660839, -3.892488], [-0.954817, 5.509447, -4.170203], [0.680495, 4.326044, -2.434252], [0.171968, 3.722959, -0.821271], [-0.001610, 5.466288, -1.224503], [-2.882458, -1.990165, 3.863453], [-1.617977, -2.229523, 5.137856], [-1.858339, -3.628369, 5.643077], [-0.176244, -2.338244, 4.057458], [-2.606165, -1.111219, 3.279968], [-3.826647, -1.742886, 4.339040], [-2.915356, -2.888140, 3.249473], [0.737752, -2.121722, 4.610878], [-0.192299, -1.558141, 3.291763], [-0.045558, -3.300407, 3.561042], [6.536473, -3.025234, -0.933469], [5.117467, -1.903920, -1.042066], [5.038923, -1.710908, -2.546822], [3.786828, -3.024637, -0.507023], [6.541310, -3.876668, -1.623341], [6.633480, -3.526734, 0.032364], [7.439695, -2.498100, -1.236014], [2.854631, -2.469373, -0.453662], [4.048435, -3.348149, 0.501460], [3.866647, -3.853979, -1.207425], [0.047973, -5.127804, -0.010819], [1.440795, -4.964383, 1.146979], [0.916067, -5.287674, 2.519172], [2.418735, -6.354996, 0.485525], [0.348089, -5.075410, -1.059955], [-0.575012, -4.250785, 0.171616], [-0.558889, -6.027587, 0.095456], [2.856805, -6.170251, -0.492070], [1.813181, -7.258598, 0.534418], [3.234691, -6.463277, 1.203198]], "atomic_forces_ev_per_a": [[0.785, -0.151, 0.930], [-1.614, -0.606, -1.615], [0.684, -0.589, 0.073], [0.818, 0.606, -0.970], [-1.393, -0.725, 0.122], [0.795, 0.391, -0.095], [0.532, -0.258, 1.667], [-0.261, -0.046, -0.360], [0.039, -0.011, -0.087], [-0.097, 0.129, 0.012], [-0.032, 0.629, 0.484], [-0.113, -0.072, 0.101], [0.007, 0.747, -0.225], [-0.200, -0.866, 0.808], [-0.205, 0.996, -1.110], [1.245, 0.358, 0.367], [-0.395, -0.301, 0.201], [-0.055, -0.379, -0.596], [0.058, 0.087, 0.393], [-0.092, 0.336, 0.394], [-0.176, -0.018, 0.100], [0.195, 0.094, -0.398], [0.028, -0.017, -0.055], [0.211, -0.506, 0.117], [-0.022, -0.069, -0.254], [-0.688, 0.118, 0.078], [0.890, 0.368, -0.294], [-0.183, 0.162, -0.563], [-0.260, 0.084, -0.177], [-0.414, -0.568, 0.496], [0.536, 0.264, 0.193], [0.077, -0.095, -0.216], [0.238, 0.492, -0.078], [0.234, -0.065, -0.038], [-0.581, 0.047, 0.585], [-0.664, -0.253, -0.472], [0.203, -0.600, 0.144], [-0.032, 0.150, 0.141], [-0.032, -0.013, 0.254], [-0.835, 1.350, 0.020], [-0.104, -0.093, 0.716], [0.648, 0.195, -0.759], [0.243, -0.316, -0.599], [0.283, -0.891, 0.276], [-0.172, -0.344, -0.542], [0.007, -0.344, -0.091], [-0.049, -0.029, 0.041], [-0.446, 0.032, 0.555], [0.178, 0.529, 0.302], [-0.608, -1.257, 0.058], [0.203, 0.405, 0.081], [-0.257, -0.284, 0.167], [-0.974, 0.043, 0.654], [0.428, 0.006, -0.193], [-0.062, 0.032, 0.102], [0.530, 0.153, -0.537], [-0.161, 0.347, -0.104], [0.469, 0.197, -0.209], [0.479, 0.248, 0.028], [-0.136, -0.103, 0.773], [-0.359, 0.630, -1.546], [0.625, -0.116, 0.589], [-0.490, -1.007, 0.414], [-0.015, -0.053, -0.042], [0.329, -0.051, -0.125], [0.045, 0.152, -0.180], [-0.276, 0.523, 0.320], [-0.040, -0.091, 0.224], [0.283, 0.331, -0.348], [-0.217, 0.674, 0.531], [-0.403, 0.455, -1.045], [0.848, 0.406, -0.307], [-0.392, -0.593, 0.579], [0.438, -0.648, 0.122], [-0.415, -0.318, -0.149], [-0.300, -0.137, 0.130], [0.178, -0.213, -0.289], [-0.162, 0.408, 0.106], [0.327, 0.065, 0.145], [-0.108, -0.534, -0.467], [0.574, 0.205, 0.469], [0.220, -0.148, -0.181], [-0.856, 0.302, -0.569], [-0.069, -0.015, 0.049], [-0.166, 0.246, 0.316], [0.279, 0.007, 0.257], [0.119, -0.015, 0.095], [-0.052, -0.061, -0.044], [0.207, -0.041, 0.123], [0.584, 0.424, -0.097], [-0.255, -1.296, -0.249], [0.162, 0.821, 0.104], [0.521, 0.523, -0.567], [-0.028, -0.060, -0.115], [-0.025, -0.275, 0.098], [-0.085, -0.053, 0.069], [-0.182, -0.134, 0.341], [-0.263, 0.059, 0.088], [-0.452, -0.222, 0.268], [0.263, -1.053, 0.288], [0.838, -0.219, -1.359], [-0.431, 0.132, 1.156], [1.261, 0.179, -0.027], [-0.916, 0.309, -0.357], [0.122, 0.618, 0.288], [-0.132, 0.449, 0.467], [-0.107, -0.167, -0.371], [-0.037, -0.050, -0.002], [-0.658, -0.084, 0.000], [-0.222, 0.353, -0.290], [-0.732, -0.155, -0.125], [0.587, -0.142, -1.132], [0.017, -0.129, 1.137], [0.446, 0.168, 0.136], [-0.083, -0.079, 0.116], [0.255, -0.104, 0.543], [-0.350, 0.191, -0.127], [0.002, -0.028, -0.221], [0.017, -0.065, -0.034]]}

---

{"formula": "C28H68Cl4O12", "method": "wB97M-V/def2-TZVPD", "smiles": "COCCOC.COCCOC.COCCOC.COCCOC.COCCOC.COCCOC.ClCCCl.ClCCCl", "e_tot_ha": -3850.9614, "total_charge": 0, "elements": ["C", "O", "C", "C", "O", "C", "H", "H", "H", "H", "H", "H", "H", "H", "H", "H", "C", "O", "C", "C", "O", "C", "H", "H", "H", "H", "H", "H", "H", "H", "H", "H", "C", "O", "C", "C", "O", "C", "H", "H", "H", "H", "H", "H", "H", "H", "H", "H", "C", "O", "C", "C", "O", "C", "H", "H", "H", "H", "H", "H", "H", "H", "H", "H", "C", "O", "C", "C", "O", "C", "H", "H", "H", "H", "H", "H", "H", "H", "H", "H", "C", "O", "C", "C", "O", "C", "H", "H", "H", "H", "H", "H", "H", "H", "H", "H", "Cl", "C", "C", "Cl", "H", "H", "H", "H", "Cl", "C", "C", "Cl", "H", "H", "H", "H"], "coordinates": [[4.007016, 7.261033, -23.670673], [3.688592, 8.001858, -22.519218], [3.275677, 7.184919, -21.422532], [2.719544, 8.061342, -20.338441], [3.648600, 8.979145, -19.804991], [3.257037, 9.472238, -18.535207], [5.028020, 6.874203, -23.618145], [4.007612, 7.920393, -24.540640], [3.228075, 6.514466, -23.848063], [4.145618, 6.578745, -21.133295], [2.600868, 6.435470, -21.851020], [2.453416, 7.387850, -19.513183], [1.833837, 8.565202, -20.735552], [2.897585, 8.677598, -17.877267], [2.481704, 10.236554, -18.646319], [4.160653, 9.945530, -18.159629], [-11.889590, 8.136651, -12.505395], [-10.537221, 7.871377, -12.279962], [-10.038979, 6.983216, -13.286202], [-8.542913, 6.816000, -13.203294], [-7.961420, 8.011196, -13.699702], [-6.578071, 7.826177, -13.905273], [-12.059887, 8.649384, -13.462430], [-12.314507, 8.658037, -11.653644], [-12.476439, 7.211927, -12.644062], [-10.252161, 7.490752, -14.229705], [-10.542607, 6.027399, -13.128130], [-8.248705, 5.915035, -13.750447], [-8.270451, 6.599537, -12.162058], [-6.201015, 8.729277, -14.393474], [-6.308643, 7.026983, -14.604484], [-6.017501, 7.708359, -12.974109], [0.876238, 16.238578, -17.673356], [-0.383189, 15.698379, -17.395759], [-0.627574, 14.394618, -17.802751], [-2.082187, 13.968683, -17.710771], [-2.549759, 14.106792, -16.390887], [-3.916204, 14.351663, -16.245964], [0.948572, 17.129521, -17.052593], [1.094751, 16.418074, -18.728462], [1.682629, 15.593224, -17.292040], [-0.081500, 13.636031, -17.220333], [-0.258029, 14.212757, -18.822711], [-2.085625, 12.892932, -17.942250], [-2.768980, 14.429810, -18.428211], [-4.489095, 13.453520, -15.990960], [-4.349923, 14.735439, -17.174178], [-4.178424, 15.055278, -15.455041], [-6.866982, 1.090086, -16.360752], [-6.463016, 2.384453, -15.959826], [-6.770204, 3.323271, -16.971979], [-6.075326, 4.670579, -16.832862], [-4.701789, 4.509721, -17.015972], [-4.016338, 5.731334, -16.982128], [-5.982902, 0.516176, -16.650228], [-7.639572, 1.095764, -17.132240], [-7.323402, 0.526007, -15.540463], [-7.850210, 3.511521, -16.906585], [-6.599824, 2.986443, -17.999388], [-6.327111, 5.080602, -15.842389], [-6.516323, 5.364517, -17.558473], [-4.193022, 6.349509, -17.862271], [-2.931757, 5.651292, -16.897192], [-4.263855, 6.295928, -16.073047], [-0.946025, 7.646074, -19.023119], [-1.995094, 7.965320, -18.129280], [-2.014277, 9.318129, -17.720800], [-3.122920, 9.547352, -16.722935], [-2.721619, 10.583117, -15.853894], [-3.759641, 10.910088, -14.966392], [-0.022918, 7.995038, -18.554804], [-1.159328, 8.013867, -20.029342], [-0.874763, 6.558713, -19.061583], [-2.054911, 9.946347, -18.617978], [-1.065581, 9.563680, -17.225370], [-3.315884, 8.614507, -16.179880], [-4.065482, 9.790002, -17.225973], [-4.780545, 11.045458, -15.339509], [-3.540038, 11.898913, -14.557347], [-3.787369, 10.215368, -14.121181], [-2.060472, 13.041230, -11.512373], [-1.767122, 14.309300, -10.991221], [-0.507746, 14.327764, -10.284095], [-0.321114, 15.745775, -9.785185], [0.648641, 15.693027, -8.748201], [1.126350, 16.977348, -8.430664], [-2.164889, 12.247410, -10.768754], [-1.357325, 12.717337, -12.292699], [-2.976013, 13.193584, -12.088585], [0.263245, 14.098615, -11.020178], [-0.660708, 13.614875, -9.472749], [-1.219892, 16.248098, -9.417944], [0.068219, 16.355099, -10.611447], [1.753520, 16.920213, -7.545252], [0.339488, 17.715022, -8.226406], [1.680250, 17.375908, -9.289664], [-5.675484, 6.710777, -20.041823], [-4.133850, 7.497987, -20.423779], [-4.252452, 8.194958, -21.771135], [-2.686274, 8.799180, -22.321713], [-3.357573, 6.739913, -20.466317], [-3.930133, 8.222686, -19.642517], [-4.991617, 8.994665, -21.781219], [-4.625413, 7.507264, -22.530555], [3.261559, 3.520113, -21.934528], [2.967322, 2.783627, -20.367853], [2.610579, 3.726331, -19.241130], [0.923989, 4.301713, -19.290422], [3.841573, 2.183743, -20.119304], [2.150580, 2.060895, -20.420923], [3.173132, 4.661014, -19.315853], [2.858594, 3.384269, -18.239017]], "atomic_forces_ev_per_a": [[-0.021, 0.504, -0.139], [-0.283, 0.432, 0.141], [1.415, 0.057, -1.496], [-0.124, -0.555, 0.450], [0.063, -0.392, -0.283], [0.331, 0.333, -0.783], [-0.138, -0.572, 0.143], [-0.141, 0.236, 0.180], [0.307, -0.407, -0.050], [0.056, 0.213, 0.566], [-0.713, 0.191, 0.628], [-0.518, -0.087, -0.098], [-0.136, 0.122, 0.162], [0.105, -0.048, 0.099], [-0.137, -0.028, 0.106], [-0.129, -0.004, 0.405], [-0.635, -0.654, -0.528], [0.552, -0.242, 0.130], [-0.119, 0.792, 0.593], [-0.705, 0.263, 0.561], [0.548, -1.104, -0.005], [0.538, 0.984, -0.426], [0.162, 0.489, 0.244], [0.155, 0.289, -0.072], [0.165, -0.121, 0.322], [-0.205, -0.615, -0.428], [-0.065, -0.169, -0.515], [0.085, 0.176, -0.459], [0.184, 0.347, 0.072], [-0.105, 0.100, 0.181], [-0.407, -0.327, 0.205], [-0.120, -0.188, 0.118], [0.725, -0.528, 0.881], [-0.803, 0.404, 0.067], [0.339, -1.009, -0.445], [-0.067, -0.580, 0.034], [0.198, 0.590, 0.541], [-1.002, -0.214, -0.343], [-0.046, 0.313, -0.443], [-0.350, 0.164, -0.104], [-0.093, -0.194, -0.111], [0.211, 0.393, 0.416], [-0.285, 0.176, -0.203], [0.051, 0.004, -0.247], [0.234, 0.424, 0.064], [0.186, -0.278, -0.161], [0.004, 0.111, -0.008], [0.664, 0.229, 0.078], [0.063, -0.626, 0.526], [0.049, 0.161, -0.489], [-0.644, 0.845, -0.186], [-0.612, -0.623, 0.627], [0.552, -0.090, -0.111], [0.434, 0.808, 0.520], [-0.133, 0.005, -0.426], [0.245, 0.142, -0.269], [0.146, 0.392, 0.294], [-0.094, 0.181, -0.134], [0.353, -0.510, 0.150], [0.342, 0.021, 0.086], [0.060, -0.083, -0.178], [-0.274, 0.010, 0.047], [-0.041, -0.810, -0.238], [-0.380, 0.123, -0.080], [-0.228, -0.280, 0.754], [-0.627, -0.305, 0.267], [0.935, -0.206, -0.337], [-0.120, -0.299, -0.283], [-0.829, -0.027, -0.549], [0.197, 0.970, 1.307], [0.307, 0.247, -0.592], [0.392, 0.312, 0.032], [-0.141, 0.008, -0.037], [-0.313, 0.268, 0.088], [0.019, 0.005, 0.078], [0.192, -0.057, 0.118], [-0.046, 0.207, -0.018], [0.163, -0.526, -0.750], [0.325, -0.102, 0.084], [-0.100, -0.188, -0.073], [-0.361, 0.318, -1.207], [0.592, 0.093, 0.276], [-2.017, 0.455, -0.612], [0.862, 0.080, 0.163], [-0.234, 0.125, 0.137], [0.060, 0.317, -0.323], [-0.055, 0.118, 0.174], [0.409, 0.028, 0.325], [-0.264, -0.313, 0.389], [0.353, -0.444, 0.437], [0.867, -0.055, 0.173], [-0.286, -0.395, -0.058], [-0.059, 0.049, -0.025], [0.140, -0.146, -0.090], [-0.267, -0.272, 0.062], [0.250, 0.040, 0.158], [-0.307, -0.093, -0.078], [0.099, 0.555, -0.519], [-0.883, -0.527, -0.333], [0.234, 0.216, 0.027], [-0.007, -0.018, 0.153], [0.153, -0.151, 0.102], [0.279, 0.237, 0.357], [0.280, -0.199, 0.075], [-0.144, 0.243, -0.181], [-0.494, -1.109, 1.068], [0.861, 1.583, -0.164], [-0.175, -0.294, 0.002], [0.177, 0.298, 0.099], [0.005, 0.079, -0.492], [0.176, -0.176, -0.230], [-0.367, -0.633, -0.130]]}